1.
{"formula": "BrH2OP", "method": "the ωB97M-V functional and the def2-TZVPD basis", "elements": ["H", "O", "P", "Br", "H"], "coordinates": [[1.1280, -0.5974, 1.0344], [-0.9608, 0.4331, 0.5677], [0.7705, 0.4005, 0.1174], [0.6046, -0.9734, -1.5949], [-1.5422, 0.7372, -0.1246]], "forces_ev_per_a": [[0.45, 0.60, 0.46], [2.43, -0.26, -0.29], [-1.70, 0.42, 2.61], [-0.71, -0.93, -1.99], [-0.48, 0.16, -0.80]], "lumo_energy_ha": [0.01387, -0.12539], "mol_weight_g_mol": 128.89, "relative_energy_kj_mol": 106.4, "multiplicity": 3, "s2": 2.007}

=====

2.
{"formula": "BrH3NP", "method": "the ωB97M-V functional and the def2-TZVPD basis", "elements": ["P", "H", "Br", "H", "H", "N"], "coordinates": [[2.2005, -2.3335, -0.0439], [-1.5988, 1.4631, -0.3070], [2.3080, -0.2098, 0.0627], [-0.3571, 0.3127, -0.4455], [-1.2939, 0.3217, 0.8753], [-1.2587, 0.4458, -0.1416]], "forces_ev_per_a": [[-0.04, -0.71, -0.04], [1.11, -2.42, 0.19], [0.14, 0.69, 0.05], [2.42, -0.01, -0.83], [0.14, -0.03, -0.55], [-3.76, 2.49, 1.17]], "lumo_energy_ha": [-0.05618, -0.05617], "mol_weight_g_mol": 127.91, "relative_energy_kj_mol": 226.4, "multiplicity": 1}

=====

3.
{"formula": "BrH3NP", "method": "the ωB97M-V functional and the def2-TZVPD basis", "elements": ["N", "H", "H", "Br", "P", "H"], "coordinates": [[0.5090, -0.1766, -1.0760], [-0.4398, -1.2745, 1.2419], [-0.4323, -0.5811, -1.4986], [-0.7843, 1.4486, 1.5237], [0.5686, -0.2060, 1.1285], [0.5787, 0.7896, -1.3194]], "forces_ev_per_a": [[-1.70, -2.47, 2.27], [0.71, 0.78, -0.19], [2.32, 1.34, 1.61], [-0.51, 0.55, 0.34], [-0.63, -1.01, -4.04], [-0.19, 0.81, 0.00]], "lumo_energy_ha": 0.00162, "mol_weight_g_mol": 127.91, "relative_energy_kj_mol": 152.0, "multiplicity": 1, "smiles": "NPBr"}

=====

Repeat the second record exactly.
{"formula": "BrH3NP", "method": "the ωB97M-V functional and the def2-TZVPD basis", "elements": ["P", "H", "Br", "H", "H", "N"], "coordinates": [[2.2005, -2.3335, -0.0439], [-1.5988, 1.4631, -0.3070], [2.3080, -0.2098, 0.0627], [-0.3571, 0.3127, -0.4455], [-1.2939, 0.3217, 0.8753], [-1.2587, 0.4458, -0.1416]], "forces_ev_per_a": [[-0.04, -0.71, -0.04], [1.11, -2.42, 0.19], [0.14, 0.69, 0.05], [2.42, -0.01, -0.83], [0.14, -0.03, -0.55], [-3.76, 2.49, 1.17]], "lumo_energy_ha": [-0.05618, -0.05617], "mol_weight_g_mol": 127.91, "relative_energy_kj_mol": 226.4, "multiplicity": 1}